Density functional theory data (ωB97M-V/def2-TZVPD) for a structure of composition C28H39MnN7O3S.

Calculated values
* expectation value of S²: 8.7529
* HOMO-LUMO gap (alpha / beta): 7.87 / 7.78 eV
* electronic energy: -3248.2372 Eh
* E_HOMO (alpha / beta): -0.4797 / -0.4808 Eh
* total charge: +2
* 2S+1: 6

Element x y z (Å)
Mn 0.5239 0.5038 0.9014
C 3.4173 3.5210 -2.6303
N 2.9941 2.9736 -1.3604
C 3.4230 3.7002 -0.1758
C 2.4161 1.7860 -1.2016
O 2.2529 1.2834 -0.0762
C 1.9110 0.9808 -2.4101
O 0.9301 0.0879 -1.9051
C -0.2444 -0.1178 -2.6699
C -1.4066 -0.1798 -1.6668
O -1.1564 -0.0928 -0.4604
N -2.6542 -0.3179 -2.1057
C -3.7428 -0.2444 -1.1507
C -3.0712 -0.3574 -3.4871
H 3.4259 4.6080 -2.5621
H 2.7464 3.2351 -3.4360
H 4.4265 3.1818 -2.8812
H 3.2566 4.7664 -0.3306
H 4.4817 3.5227 0.0270
H 2.8406 3.3633 0.6824
H 2.7511 0.4081 -2.8281
H 1.4997 1.6069 -3.2086
H -0.1501 -1.0578 -3.2317
H -0.4135 0.6932 -3.3896
H -3.3411 -0.0121 -0.1686
H -4.2811 -1.1899 -1.1019
H -4.4306 0.5440 -1.4516
H -2.2805 -0.7121 -4.1393
H -3.3817 0.6378 -3.8141
H -3.9302 -1.0231 -3.5798
C 3.4486 -1.4126 3.8086
C 2.8608 -1.2391 5.0511
C 1.7524 -0.4160 5.1573
C 1.2319 0.1802 4.0087
N 1.8109 0.0071 2.8077
C 2.8933 -0.7525 2.7237
C 0.0290 1.0343 4.0106
C -0.6709 1.3776 5.1705
C -1.7260 2.2666 5.0672
C -2.0509 2.8045 3.8320
C -1.3471 2.3775 2.7081
N -0.3467 1.4954 2.8127
C -1.5817 2.8874 1.3439
C -2.6629 3.6967 0.9988
C -2.7808 4.1586 -0.3019
C -1.7964 3.8280 -1.2200
C -0.7598 3.0163 -0.7940
N -0.6518 2.5412 0.4390
H 4.3114 -2.0462 3.6860
H 3.2564 -1.7363 5.9235
H 1.2947 -0.2684 6.1229
H 3.3360 -0.8298 1.7398
H -0.3971 0.9803 6.1347
H -2.2786 2.5561 5.9473
H -2.8395 3.5335 3.7628
H -3.4102 3.9478 1.7315
H -3.6167 4.7748 -0.5920
H -1.8240 4.1937 -2.2353
H 0.0284 2.7473 -1.4822
C -2.2577 -5.9217 -0.8586
C -1.6848 -4.5222 -1.0142
N -0.9406 -4.1213 0.1780
C -0.1277 -3.0532 0.2501
S -0.2349 -2.0598 1.6193
N 0.7883 -2.8024 -0.6972
C 1.4888 -3.8051 -1.4938
C 1.5015 -3.4579 -2.9770
H -2.9202 -6.1337 -1.6933
H -2.8303 -6.0021 0.0623
H -1.4770 -6.6765 -0.8444
H -2.5087 -3.8077 -1.1611
H -1.0415 -4.4732 -1.8918
H -1.4697 -4.2667 1.0316
H 1.2967 -1.9306 -0.5599
H 1.0276 -4.7783 -1.3273
H 2.5214 -3.8581 -1.1307
H 0.4920 -3.4038 -3.3796
H 2.0476 -4.2209 -3.5254
H 2.0043 -2.5075 -3.1370


Density functional theory data (ωB97M-V/def2-TZVPD) for a structure of composition C28H39N2O2P2RuS4 at a distorted geometry.

Calculated values
* HOMO-LUMO gap: 6.16 eV
* electronic energy: -3720.7962 Eh
* E_HOMO: -0.1385 Eh
* total charge: -1

Element x y z (Å)
Ru -0.7935 0.7154 -0.7183
C 1.9916 -0.9472 2.1971
N 1.0142 1.4225 1.3417
C 0.4740 2.3065 2.3404
C -1.0282 2.4409 2.0920
N -1.3243 2.6232 0.6673
C -0.5785 3.7930 0.1469
C -2.7431 2.8095 0.3979
C -3.6537 3.1867 1.3737
C -4.9769 3.4634 1.0431
C -5.3849 3.3824 -0.2771
C -4.4906 2.9664 -1.2502
C -3.1728 2.6429 -0.9345
S -2.0664 2.0263 -2.1414
C 2.2841 1.6884 0.7564
C 3.3730 1.9890 1.5707
C 4.6095 2.3004 1.0320
C 4.7520 2.2895 -0.3537
C 3.6797 1.9890 -1.1673
C 2.4070 1.6925 -0.6458
S 1.1214 1.3864 -1.7788
H 2.8628 -0.7531 1.5736
H 1.8282 -2.0232 2.2213
H 2.1211 -0.5517 3.2048
H 0.9606 3.2745 2.2140
H 0.6435 1.9841 3.3777
H -1.3837 3.2974 2.6803
H -1.5618 1.5502 2.4305
H -0.6750 4.6401 0.8400
H -0.9788 4.0642 -0.8247
H 0.4682 3.5336 0.0085
H -3.3454 3.2817 2.4055
H -5.6747 3.7482 1.8210
H -6.4093 3.6087 -0.5497
H -4.8159 2.8450 -2.2769
H 3.2348 1.9740 2.6470
H 5.4471 2.5342 1.6768
H 5.7122 2.5171 -0.8023
H 3.8005 1.9891 -2.2440
C 2.3946 -5.5428 0.7170
C 1.4455 -4.7097 -0.1253
O 1.5996 -3.3270 0.1724
P 2.3127 -2.2564 -0.9278
S 0.5219 -0.2071 1.4621
S 1.4190 -2.6337 -2.6932
O 3.7774 -3.0671 -1.1428
C 4.7321 -2.7855 -0.1230
C 5.4865 -1.4963 -0.3887
H 2.2273 -6.6105 0.5545
H 2.2509 -5.3318 1.7796
H 3.4274 -5.3132 0.4544
H 0.4071 -4.9825 0.0926
H 1.6095 -4.8778 -1.1918
H 5.4238 -3.6339 -0.1009
H 4.2419 -2.7486 0.8589
H 5.9695 -1.5407 -1.3661
H 6.2525 -1.3320 0.3743
H 4.8082 -0.6426 -0.3836
C -1.5992 -3.1787 -1.7444
P -1.1128 -1.3894 -1.8033
C -1.5312 -1.0989 -3.5610
C -2.6794 -0.8775 -0.9153
C -3.8985 -0.5002 -1.5126
C -4.9962 -0.1846 -0.7484
C -4.9158 -0.1867 0.6507
C -3.7358 -0.5434 1.2583
C -2.6255 -0.9054 0.4804
H -2.6859 -3.2080 -1.8096
H -1.2665 -3.6676 -0.8286
H -1.1269 -3.6865 -2.5812
H -2.3755 -1.7133 -3.8820
H -0.6547 -1.3657 -4.1484
H -1.7624 -0.0486 -3.7170
H -3.9651 -0.4386 -2.5915
H -5.9231 0.1017 -1.2305
H -5.7767 0.0967 1.2434
H -3.6576 -0.5635 2.3396
H -1.7459 -1.2836 0.9832


Density functional theory data (ωB97M-V/def2-TZVPD) for the molecule C28H39N3O2.

Calculated values
* SMILES string: CCN(CC)[C@H]1CCN(C(=O)c2ccc(OC3CCN(CCc4ccccc4)CC3)cc2)C1
* HOMO-LUMO gap: 8.43 eV
* electronic energy: -1405.0963 Eh
* E_HOMO: -0.2874 Eh
* total charge: 0

Element x y z (Å)
C 3.9235 -1.6108 -2.8740
C 5.4113 -1.4688 -2.5243
N 5.7185 -1.0020 -1.1949
C 5.9289 0.4162 -1.0108
C 4.8124 1.3585 -1.4762
C 5.2641 -1.8114 -0.0982
C 6.2745 -1.8237 1.0731
C 5.6435 -0.9934 2.1969
N 4.3620 -0.5382 1.6870
C 3.8845 0.6761 2.0451
O 4.4882 1.3931 2.8276
C 2.5775 1.0901 1.4603
C 1.4768 0.2467 1.4008
C 0.2654 0.6877 0.8962
C 0.1348 1.9937 0.4320
O -0.9814 2.5368 -0.1146
C -2.1750 1.7786 -0.2192
C -2.9280 1.7000 1.1105
C -4.2545 0.9727 0.9013
N -5.0475 1.6968 -0.0690
C -6.4547 1.3814 -0.1020
C -6.8810 0.0475 -0.7623
C -6.3575 -1.1676 -0.0553
C -5.4457 -2.0174 -0.6703
C -4.9515 -3.1268 -0.0076
C -5.3650 -3.4051 1.2838
C -6.2840 -2.5739 1.9017
C -6.7785 -1.4677 1.2357
C -4.3957 1.7356 -1.3601
C -3.0679 2.4792 -1.2413
C 1.2371 2.8507 0.5137
C 2.4320 2.4090 1.0321
C 3.9451 -1.3718 0.5883
H 3.8250 -1.9475 -3.9034
H 3.4454 -2.3433 -2.2277
H 3.3999 -0.6651 -2.7694
H 5.8875 -2.4499 -2.6552
H 5.8834 -0.7789 -3.2269
H 6.1141 0.5940 0.0479
H 6.8439 0.6867 -1.5565
H 4.6698 1.2942 -2.5522
H 3.8695 1.1422 -0.9812
H 5.0908 2.3812 -1.2329
H 5.1475 -2.8214 -0.4994
H 6.4487 -2.8456 1.4055
H 7.2249 -1.4090 0.7445
H 6.2353 -0.1196 2.4792
H 5.4835 -1.5955 3.0983
H 1.5490 -0.7632 1.7769
H -0.5663 0.0010 0.8759
H -1.9453 0.7650 -0.5815
H -3.1187 2.7161 1.4580
H -2.3330 1.1842 1.8653
H -4.8058 0.9345 1.8432
H -4.0491 -0.0647 0.5857
H -6.9506 2.1926 -0.6466
H -6.8148 1.4012 0.9293
H -6.5540 0.0416 -1.8034
H -7.9739 0.0250 -0.7545
H -5.1183 -1.8078 -1.6799
H -4.2424 -3.7760 -0.5010
H -4.9780 -4.2691 1.8036
H -6.6190 -2.7912 2.9056
H -7.5028 -0.8288 1.7208
H -5.0483 2.2603 -2.0618
H -4.2005 0.7227 -1.7563
H -3.2463 3.4996 -0.9028
H -2.5660 2.5173 -2.2088
H 1.1200 3.8646 0.1653
H 3.2762 3.0769 1.1108
H 3.4224 -2.2591 0.9694
H 3.2840 -0.8369 -0.0901


The highest total charge belongs to which entry?
C28H39MnN7O3S


Please write out number 2 again, unchanged.
Density functional theory data (ωB97M-V/def2-TZVPD) for a structure of composition C28H39N2O2P2RuS4 at a distorted geometry.

Calculated values
* HOMO-LUMO gap: 6.16 eV
* electronic energy: -3720.7962 Eh
* E_HOMO: -0.1385 Eh
* total charge: -1

Element x y z (Å)
Ru -0.7935 0.7154 -0.7183
C 1.9916 -0.9472 2.1971
N 1.0142 1.4225 1.3417
C 0.4740 2.3065 2.3404
C -1.0282 2.4409 2.0920
N -1.3243 2.6232 0.6673
C -0.5785 3.7930 0.1469
C -2.7431 2.8095 0.3979
C -3.6537 3.1867 1.3737
C -4.9769 3.4634 1.0431
C -5.3849 3.3824 -0.2771
C -4.4906 2.9664 -1.2502
C -3.1728 2.6429 -0.9345
S -2.0664 2.0263 -2.1414
C 2.2841 1.6884 0.7564
C 3.3730 1.9890 1.5707
C 4.6095 2.3004 1.0320
C 4.7520 2.2895 -0.3537
C 3.6797 1.9890 -1.1673
C 2.4070 1.6925 -0.6458
S 1.1214 1.3864 -1.7788
H 2.8628 -0.7531 1.5736
H 1.8282 -2.0232 2.2213
H 2.1211 -0.5517 3.2048
H 0.9606 3.2745 2.2140
H 0.6435 1.9841 3.3777
H -1.3837 3.2974 2.6803
H -1.5618 1.5502 2.4305
H -0.6750 4.6401 0.8400
H -0.9788 4.0642 -0.8247
H 0.4682 3.5336 0.0085
H -3.3454 3.2817 2.4055
H -5.6747 3.7482 1.8210
H -6.4093 3.6087 -0.5497
H -4.8159 2.8450 -2.2769
H 3.2348 1.9740 2.6470
H 5.4471 2.5342 1.6768
H 5.7122 2.5171 -0.8023
H 3.8005 1.9891 -2.2440
C 2.3946 -5.5428 0.7170
C 1.4455 -4.7097 -0.1253
O 1.5996 -3.3270 0.1724
P 2.3127 -2.2564 -0.9278
S 0.5219 -0.2071 1.4621
S 1.4190 -2.6337 -2.6932
O 3.7774 -3.0671 -1.1428
C 4.7321 -2.7855 -0.1230
C 5.4865 -1.4963 -0.3887
H 2.2273 -6.6105 0.5545
H 2.2509 -5.3318 1.7796
H 3.4274 -5.3132 0.4544
H 0.4071 -4.9825 0.0926
H 1.6095 -4.8778 -1.1918
H 5.4238 -3.6339 -0.1009
H 4.2419 -2.7486 0.8589
H 5.9695 -1.5407 -1.3661
H 6.2525 -1.3320 0.3743
H 4.8082 -0.6426 -0.3836
C -1.5992 -3.1787 -1.7444
P -1.1128 -1.3894 -1.8033
C -1.5312 -1.0989 -3.5610
C -2.6794 -0.8775 -0.9153
C -3.8985 -0.5002 -1.5126
C -4.9962 -0.1846 -0.7484
C -4.9158 -0.1867 0.6507
C -3.7358 -0.5434 1.2583
C -2.6255 -0.9054 0.4804
H -2.6859 -3.2080 -1.8096
H -1.2665 -3.6676 -0.8286
H -1.1269 -3.6865 -2.5812
H -2.3755 -1.7133 -3.8820
H -0.6547 -1.3657 -4.1484
H -1.7624 -0.0486 -3.7170
H -3.9651 -0.4386 -2.5915
H -5.9231 0.1017 -1.2305
H -5.7767 0.0967 1.2434
H -3.6576 -0.5635 2.3396
H -1.7459 -1.2836 0.9832


Number 1 is which compound?
C28H39MnN7O3S